[1]
{"formula": "C19H19N3O3S", "method": "ωB97M-V/def2-TZVPD", "species": ["C", "N", "C", "C", "O", "N", "C", "C", "C", "C", "N", "C", "C", "S", "O", "O", "C", "C", "C", "C", "C", "C", "C", "C", "C", "C", "H", "H", "H", "H", "H", "H", "H", "H", "H", "H", "H", "H", "H", "H", "H", "H", "H", "H", "H"], "xyz": [[-0.399, -0.064, 2.109], [-0.224, 0.603, 0.846], [-0.560, 2.003, 0.754], [-2.089, 2.163, 0.714], [-2.722, 2.669, 1.617], [-2.625, 1.659, -0.410], [-4.046, 1.477, -0.564], [-4.503, 0.055, -0.344], [-3.621, -1.010, -0.219], [-4.140, -2.281, -0.017], [-5.432, -2.543, 0.065], [-6.272, -1.528, -0.057], [-5.865, -0.221, -0.261], [0.224, -0.238, -0.502], [-0.095, -1.619, -0.297], [-0.346, 0.439, -1.640], [1.996, -0.037, -0.535], [2.548, 1.048, -1.225], [3.901, 1.243, -1.198], [4.742, 0.365, -0.480], [6.141, 0.541, -0.435], [6.933, -0.330, 0.260], [6.365, -1.417, 0.943], [5.013, -1.617, 0.922], [4.169, -0.736, 0.214], [2.770, -0.911, 0.170], [-1.373, 0.181, 2.538], [0.386, 0.224, 2.816], [-0.352, -1.133, 1.921], [-0.122, 2.397, -0.164], [-0.160, 2.542, 1.618], [-2.007, 1.218, -1.083], [-4.533, 2.128, 0.170], [-4.346, 1.800, -1.568], [-2.552, -0.877, -0.279], [-3.479, -3.132, 0.084], [-7.323, -1.779, 0.016], [-6.591, 0.574, -0.350], [1.889, 1.693, -1.783], [4.346, 2.072, -1.728], [6.576, 1.377, -0.963], [8.003, -0.189, 0.288], [7.008, -2.095, 1.485], [4.569, -2.452, 1.444], [2.306, -1.743, 0.676]], "mulliken_charge": [-1.054, 0.322, -0.780, 0.572, -0.658, -0.011, -1.149, 0.600, 0.169, -0.397, -0.644, -0.289, -0.707, 1.380, -0.709, -0.887, 0.148, -0.808, -1.142, 0.991, -0.701, -0.529, -0.528, -0.760, 0.438, -0.395, 0.370, 0.288, 0.367, 0.344, 0.448, 0.334, 0.447, 0.342, 0.430, 0.413, 0.363, 0.400, 0.477, 0.394, 0.390, 0.393, 0.392, 0.420, 0.515], "mol_weight_da": 369.4, "lumo_ev": -0.167, "relative_energy_kj_mol": 143.1, "gap_ev": 8.74, "smiles": "CN(CC(=O)NCc1ccncc1)S(=O)(=O)c1ccc2ccccc2c1"}

---

[2]
{"formula": "C19H19N3O4", "method": "ωB97M-V/def2-TZVPD", "species": ["O", "C", "O", "C", "C", "C", "C", "C", "C", "C", "C", "C", "O", "C", "C", "C", "O", "H", "H", "H", "H", "H", "H", "H", "H", "H", "H", "C", "C", "N", "H", "H", "H", "C", "C", "N", "H", "H", "H", "C", "C", "N", "H", "H", "H"], "xyz": [[-4.890, 0.610, 1.446], [-4.175, 0.225, 0.564], [-4.131, -1.050, 0.050], [-4.285, -2.075, 1.063], [-3.004, -3.018, 0.954], [-1.772, -2.072, 1.241], [-1.563, -1.670, 2.627], [-0.459, -0.761, 2.951], [0.390, -0.319, 1.861], [0.167, -0.729, 0.462], [-0.933, -1.639, 0.126], [1.101, -0.168, -0.636], [1.317, -0.786, -1.650], [1.697, 1.252, -0.356], [1.921, 1.623, 0.926], [1.592, 0.640, 2.102], [2.254, 0.627, 3.109], [-3.498, 0.977, 0.062], [-4.291, -1.699, 2.113], [-5.235, -2.653, 0.804], [-3.062, -3.862, 1.684], [-2.899, -3.419, -0.087], [-2.258, -2.021, 3.425], [-0.312, -0.458, 4.008], [-1.105, -1.977, -0.923], [1.874, 1.902, -1.242], [2.322, 2.637, 1.155], [3.632, 3.530, -3.679], [3.383, 4.787, -2.935], [3.195, 5.761, -2.357], [2.710, 2.953, -3.754], [3.991, 3.758, -4.682], [4.383, 2.935, -3.161], [7.003, 6.119, -0.813], [7.051, 5.204, -1.976], [7.100, 4.493, -2.880], [6.820, 7.138, -1.151], [6.201, 5.818, -0.139], [7.951, 6.085, -0.277], [-4.943, -6.875, -0.254], [-5.201, -5.616, 0.482], [-5.401, -4.640, 1.053], [-5.865, -7.451, -0.336], [-4.574, -6.649, -1.254], [-4.199, -7.468, 0.276]], "mulliken_charge": [-0.481, 0.195, -0.297, -0.418, -0.954, 0.812, -0.281, -0.960, 0.693, 0.527, -0.816, 0.131, -0.520, -0.373, -0.447, 0.075, -0.511, 0.359, 0.307, 0.479, 0.391, 0.307, 0.390, 0.393, 0.353, 0.339, 0.379, -0.795, 0.346, -0.430, 0.321, 0.307, 0.258, -0.739, 0.326, -0.398, 0.256, 0.243, 0.315, -0.904, 0.409, -0.452, 0.314, 0.276, 0.277], "mol_weight_da": 353.4, "lumo_ev": -0.836, "relative_energy_kj_mol": 574.9, "gap_ev": 8.56, "smiles": "O=COCCc1ccc2c(c1)C(=O)C=CC2=O.CC#N.CC#N.CC#N"}

---

[3]
{"formula": "C19H19N3O8P2RhS", "method": "ωB97M-V/def2-TZVPD", "species": ["Rh", "C", "C", "N", "C", "C", "C", "C", "C", "C", "C", "C", "C", "N", "C", "H", "H", "H", "H", "H", "H", "H", "H", "C", "C", "O", "P", "O", "O", "O", "P", "O", "O", "O", "H", "H", "H", "H", "H", "H", "H", "O", "N", "C", "C", "C", "C", "C", "S", "H", "H", "H", "H"], "xyz": [[-0.105, 0.001, 0.026], [-0.948, -3.616, -2.114], [-1.069, -2.315, -1.614], [-0.104, -1.765, -0.899], [1.008, -2.493, -0.614], [1.191, -3.803, -1.047], [0.171, -4.360, -1.839], [2.378, -4.500, -0.633], [3.288, -3.916, 0.175], [3.119, -2.563, 0.631], [4.004, -1.888, 1.489], [3.740, -0.592, 1.852], [2.599, 0.050, 1.363], [1.764, -0.562, 0.544], [1.996, -1.857, 0.207], [-1.754, -4.020, -2.710], [-1.945, -1.703, -1.777], [0.270, -5.370, -2.215], [2.519, -5.518, -0.972], [4.166, -4.461, 0.496], [4.882, -2.398, 1.865], [4.395, -0.055, 2.524], [2.357, 1.073, 1.613], [-0.284, 1.201, 4.438], [-1.406, 1.088, 3.417], [-2.613, 1.465, 4.059], [-1.130, 2.194, 1.987], [-0.894, 3.635, 2.570], [-2.470, 2.272, 1.177], [0.051, 1.754, 1.142], [-1.493, -0.584, 2.608], [-2.314, -1.526, 3.595], [-0.105, -1.050, 2.316], [-2.346, -0.357, 1.389], [-0.155, 2.234, 4.760], [0.651, 0.823, 4.027], [-0.553, 0.609, 5.314], [-3.370, 1.233, 3.505], [-0.386, 4.232, 2.004], [-2.721, 1.332, 0.957], [-1.823, -1.825, 4.371], [-1.855, 0.467, -1.062], [-1.697, 1.425, -1.994], [-2.826, 1.939, -2.528], [-2.756, 2.849, -3.546], [-1.502, 3.235, -4.023], [-0.366, 2.712, -3.455], [-0.467, 1.789, -2.410], [0.910, 1.151, -1.587], [-3.735, 1.561, -2.088], [-3.669, 3.251, -3.958], [-1.422, 3.947, -4.833], [0.620, 3.002, -3.791]], "mulliken_charge": [0.380, -1.146, -0.145, 0.375, 0.573, 0.513, -0.585, -0.910, -0.943, 0.717, -0.669, -1.065, -0.328, 0.486, 0.170, 0.430, 0.665, 0.462, 0.428, 0.437, 0.464, 0.439, 0.680, -1.713, 1.129, -0.599, 0.647, -0.519, -0.559, -0.447, 0.879, -0.555, -0.694, -0.962, 0.393, 0.353, 0.429, 0.411, 0.378, 0.541, 0.373, -0.767, 0.629, -0.257, -0.750, -0.215, -0.911, 0.875, -0.331, 0.498, 0.434, 0.404, 0.480], "mol_weight_da": 614.3, "charge": 1, "lumo_ev": -3.460, "relative_energy_kj_mol": 106.7, "gap_ev": 7.70}

---

[4]
{"formula": "C19H19N3OReS6Sb", "method": "ωB97M-V/def2-TZVPD", "species": ["Re", "S", "Sb", "S", "S", "S", "S", "C", "N", "C", "C", "S", "H", "H", "H", "H", "H", "N", "N", "H", "H", "H", "H", "O", "C", "C", "C", "C", "C", "C", "C", "C", "C", "C", "C", "C", "C", "C", "C", "C", "H", "H", "H", "H", "H", "H", "H", "H", "H", "H"], "xyz": [[-0.566, 1.639, -0.845], [0.424, 3.300, 0.827], [-0.043, 5.261, -0.263], [2.389, 3.372, -1.951], [1.010, 1.852, -2.392], [1.244, 5.016, -2.279], [-2.120, 3.478, -1.293], [-2.490, 3.623, -2.983], [-1.829, 3.055, -3.951], [-2.407, 3.196, -5.297], [-3.262, 4.458, -5.239], [-3.801, 4.595, -3.497], [-1.005, 2.492, -3.760], [-3.002, 2.307, -5.511], [-1.611, 3.279, -6.033], [-4.138, 4.393, -5.878], [-2.697, 5.355, -5.485], [-1.892, 1.497, 2.127], [-2.235, 1.271, 0.748], [-2.743, 1.522, 2.681], [-1.449, 2.408, 2.185], [-3.076, 1.785, 0.485], [-2.461, 0.283, 0.673], [-1.899, -0.386, -2.727], [-1.405, 0.368, -2.030], [0.152, 0.071, 0.197], [0.598, -0.902, 0.797], [1.162, -1.956, 1.498], [0.513, -2.428, 2.695], [-0.308, -1.557, 3.434], [-0.926, -2.004, 4.582], [-0.766, -3.328, 4.987], [0.014, -4.208, 4.246], [0.659, -3.764, 3.109], [2.399, -2.516, 1.003], [2.686, -2.479, -0.372], [3.870, -3.005, -0.845], [4.797, -3.535, 0.047], [4.541, -3.547, 1.413], [3.346, -3.051, 1.894], [-0.421, -0.528, 3.112], [-1.532, -1.330, 5.171], [-1.262, -3.677, 5.883], [0.110, -5.239, 4.554], [1.237, -4.454, 2.510], [1.952, -2.076, -1.058], [4.076, -3.007, -1.906], [5.731, -3.936, -0.326], [5.278, -3.937, 2.102], [3.160, -3.024, 2.959]], "mulliken_charge": [0.481, -0.369, 0.715, 0.030, -0.109, -0.187, -0.459, 0.658, 0.102, -0.632, -0.546, -0.008, -0.044, 0.337, 0.360, 0.423, 0.343, -0.414, -0.603, 0.270, 0.187, 0.376, 0.326, -0.444, 0.405, 0.154, -0.361, 0.673, 0.499, -0.516, -0.705, -0.408, -0.794, -0.238, 0.543, -0.505, -0.741, -0.409, -0.820, -0.203, 0.489, 0.425, 0.414, 0.428, 0.586, 0.440, 0.424, 0.413, 0.427, 0.586], "mol_weight_da": 805.8, "charge": 2, "lumo_ev": -7.253, "gap_ev": 6.59}